1.
The following is a DFT calculation (ωB97M-V/def2-TZVPD) of a structure of composition C10H7IrN2O5.

* electronic energy: -26517.7612 eV
* total charge: +2
* spin multiplicity: 5
* largest force on an atom: 5.8 eV Å⁻¹
* E_HOMO (spin up / spin down): -13.15 / -19.06 eV
* gap between HOMO and LUMO (spin up / spin down): 5.272 / 7.368 eV
* relative energy (zero: lowest compared OMol25 entry of this formula, charge and spin): 14.0 kJ/mol
* LUMO level (spin up / spin down): -7.88 / -11.69 eV

Element x y z (Å)
1 O 0.4742 0.2418 -3.8875
2 C 0.1733 0.5498 -2.8159
3 Ir -0.2152 1.4801 -1.1175
4 O 2.8322 1.9209 -1.4337
5 C 1.6951 1.8348 -1.2231
6 C -0.3123 2.3271 0.6987
7 O -0.3139 3.0571 1.5971
8 C -2.0465 0.3463 -1.1546
9 O -2.7550 0.3696 -0.1626
10 C -1.0299 3.0165 -1.9963
11 O -1.5690 3.8645 -2.5743
12 H -2.2754 -0.3071 -2.0502
13 N -1.0556 0.1699 2.0606
14 C -0.1600 -0.6886 1.4712
15 C 0.3533 -1.7502 2.2526
16 C 1.2186 -2.6649 1.6773
17 C 1.5830 -2.4725 0.3397
18 C 1.0886 -1.3658 -0.3397
19 N 0.2623 -0.4655 0.2117
20 H -1.8942 0.3430 1.4730
21 H -1.2970 -0.1445 3.0011
22 H -0.0084 -1.8276 3.2787
23 H 1.6229 -3.4969 2.2580
24 H 2.2717 -3.1394 -0.1824
25 H 1.3574 -1.1984 -1.3819

Forces on the atoms, in the same order (eV/Å):
O -1.1 0.9 3.3
C 1.0 -1.4 -3.9
Ir 0.3 -0.6 -0.2
O -4.1 -0.4 0.9
C 4.7 1.2 -0.9
C -0.3 3.0 3.5
O 0.0 -2.4 -3.1
C 1.0 -1.0 -3.5
O -1.7 0.5 2.8
C -2.7 4.3 -2.8
O 2.2 -3.4 2.3
H 0.2 0.8 0.8
N 0.0 -2.5 -0.8
C -0.3 1.3 0.8
C 0.4 -0.6 0.4
C 0.2 -0.1 0.1
C 0.4 -1.0 0.8
C -1.2 1.5 0.1
N 0.8 -1.5 -0.9
H 0.3 0.6 0.0
H -0.1 0.5 0.0
H 0.3 -0.2 -0.2
H -0.2 0.2 -0.2
H -0.2 0.1 0.3
H 0.1 0.0 0.2

---

2.
The following is a DFT calculation (ωB97M-V/def2-TZVPD) of a structure of composition C33H36AsN5OPZn.

* electronic energy: -162845.4837 eV
* total charge: +1
* spin multiplicity: 1
* largest force on an atom: 0.7 eV Å⁻¹
* E_HOMO: -10.66 eV
* gap between HOMO and LUMO: 8.134 eV
* relative energy (zero: lowest compared OMol25 entry of this formula, charge and spin): 17.1 kJ/mol
* LUMO level: -2.52 eV

Element x y z (Å)
1 Zn -2.3464 1.3438 0.8905
2 N -3.7143 -0.0102 1.9486
3 C -4.7843 0.8342 2.5543
4 C -4.2711 1.6162 3.7561
5 C -3.2686 2.7185 3.4414
6 N -2.0186 2.1843 2.8277
7 H -4.1054 -0.5607 1.1914
8 H -3.3824 -0.6699 2.6445
9 H -5.6334 0.2238 2.8526
10 H -5.1366 1.5224 1.7828
11 H -3.8439 0.9224 4.4938
12 H -5.1267 2.0861 4.2416
13 H -3.0384 3.2639 4.3557
14 H -3.6979 3.4286 2.7330
15 H -1.5375 1.5936 3.4985
16 H -1.3966 2.9638 2.6267
17 N -2.2413 5.3391 -0.7683
18 C -2.6022 4.0626 -0.5890
19 O -2.1301 3.4178 0.3925
20 C -3.5217 3.4669 -1.5341
21 C -3.9885 4.1590 -2.6826
22 N -4.3089 4.7991 -3.5897
23 C -3.7828 2.1397 -1.2049
24 N -3.7577 1.1175 -0.6501
25 H -2.5889 5.8734 -1.5477
26 H -1.5682 5.7503 -0.1469
27 C 1.3566 0.5469 0.2796
28 C 1.7219 -0.5606 1.2666
29 As 3.6921 -0.7065 1.4224
30 C 3.9978 -1.0810 -0.4700
31 C 3.3553 -2.1317 -1.1267
32 C 3.5790 -2.3537 -2.4786
33 C 4.4520 -1.5299 -3.1868
34 C 5.0975 -0.4857 -2.5389
35 C 4.8683 -0.2624 -1.1832
36 C 3.7390 -2.5465 2.0707
37 C 2.7294 -3.0780 2.8675
38 C 2.8178 -4.3836 3.3408
39 C 3.9208 -5.1643 3.0250
40 C 4.9398 -4.6348 2.2393
41 C 4.8509 -3.3328 1.7678
42 P -0.3925 0.5183 -0.2859
43 C -0.3710 1.4865 -1.8254
44 C 0.4316 2.6264 -1.8968
45 C 0.3943 3.4410 -3.0207
46 C -0.4473 3.1292 -4.0808
47 C -1.2527 1.9996 -4.0164
48 C -1.2212 1.1842 -2.8924
49 C -0.6795 -1.2142 -0.7501
50 C -0.1760 -1.7773 -1.9217
51 C -0.3406 -3.1334 -2.1696
52 C -0.9913 -3.9417 -1.2457
53 C -1.4797 -3.3950 -0.0662
54 C -1.3269 -2.0357 0.1754
55 H 1.9424 0.4785 -0.6370
56 H 1.5532 1.5247 0.7228
57 H 1.3395 -1.5300 0.9531
58 H 1.3237 -0.3442 2.2600
59 H 2.6905 -2.7917 -0.5782
60 H 3.0828 -3.1785 -2.9800
61 H 4.6329 -1.7095 -4.2401
62 H 5.7838 0.1525 -3.0844
63 H 5.3725 0.5541 -0.6794
64 H 1.8639 -2.4795 3.1284
65 H 2.0255 -4.7883 3.9589
66 H 3.9904 -6.1808 3.3923
67 H 5.8059 -5.2385 1.9932
68 H 5.6475 -2.9321 1.1517
69 H 1.0904 2.8880 -1.0739
70 H 1.0238 4.3228 -3.0667
71 H -0.4782 3.7668 -4.9566
72 H -1.9171 1.7591 -4.8388
73 H -1.8693 0.3189 -2.8413
74 H 0.3612 -1.1629 -2.6354
75 H 0.0481 -3.5637 -3.0874
76 H -1.1135 -5.0007 -1.4432
77 H -1.9751 -4.0261 0.6628
78 H -1.6976 -1.6085 1.1014

Forces on the atoms, in the same order (eV/Å):
Zn 0.5 0.1 0.4
N -0.1 0.2 0.0
C 0.2 0.0 -0.1
C 0.1 -0.1 0.0
C 0.1 -0.2 -0.1
N -0.1 0.3 0.0
H -0.1 0.0 -0.1
H 0.1 0.0 0.0
H -0.1 -0.1 0.0
H 0.0 0.0 0.0
H 0.0 0.1 -0.1
H 0.0 0.0 0.0
H 0.0 0.1 0.0
H 0.0 0.0 0.0
H 0.0 -0.1 0.0
H 0.0 0.0 0.0
N 0.0 0.1 -0.1
C -0.2 -0.2 -0.3
O -0.1 -0.1 0.1
C 0.0 0.0 0.0
C 0.1 0.0 0.1
N 0.1 -0.2 0.3
C 0.3 0.7 0.1
N -0.5 -0.3 -0.4
H 0.0 0.0 0.0
H 0.0 0.0 0.0
C -0.2 0.0 0.2
C -0.1 0.2 -0.1
As 0.1 0.0 0.0
C 0.0 -0.1 0.0
C 0.1 0.0 -0.1
C 0.0 0.0 0.0
C 0.0 0.0 0.1
C 0.0 0.0 0.0
C -0.1 0.0 -0.1
C 0.1 -0.1 0.0
C 0.0 -0.1 0.0
C 0.1 0.0 0.0
C 0.0 0.1 0.0
C 0.0 0.0 0.0
C -0.1 0.0 0.1
P -0.2 -0.2 -0.2
C -0.1 0.1 0.0
C 0.0 0.0 0.0
C 0.0 0.0 0.0
C 0.0 0.0 0.0
C 0.0 0.0 0.1
C 0.0 0.0 0.0
C 0.0 -0.1 0.1
C 0.1 0.0 0.0
C 0.0 0.0 -0.1
C 0.0 0.0 0.0
C 0.0 0.1 0.0
C 0.0 0.0 -0.1
H 0.1 -0.1 -0.1
H 0.0 0.1 0.0
H 0.0 0.0 -0.1
H -0.1 0.0 0.0
H 0.0 0.0 0.0
H 0.0 0.1 0.0
H 0.0 0.0 0.1
H -0.1 0.0 0.0
H 0.0 0.0 0.0
H 0.0 0.0 0.0
H 0.0 0.0 0.0
H 0.0 0.0 0.0
H -0.1 0.0 0.0
H 0.0 0.0 0.0
H -0.1 0.0 -0.1
H 0.0 -0.1 0.0
H 0.0 0.0 0.1
H 0.1 0.0 0.1
H 0.0 0.0 0.0
H 0.0 0.0 0.0
H 0.0 0.1 0.1
H 0.0 0.1 0.0
H 0.0 0.0 -0.1
H 0.0 0.0 0.0